Run a
The following is a quantum chemistry calculation of a gas-phase ion, C2H4NO2S (charge -1), from the Open Molecules 2025 dataset.

The value obtained for the gap between HOMO and LUMO is 6.765 eV. The LUMO energy is 3.88 eV.

```
! RIJCOSX wB97M-V def2-TZVPD def2/J DEFGRID3
* xyz -1 1
C 0.4726 0.1063 0.2023
C -1.8951 -0.0866 -0.3765
N -0.4244 0.0962 -0.6474
O 2.9943 -1.1370 0.5960
O 3.0324 1.2448 0.1056
S 2.5686 -0.0921 -0.3211
H 0.3742 0.2723 1.3662
H -2.6049 0.8340 -0.3378
H -2.1873 -0.6466 0.5249
H -2.3304 -0.5914 -1.1122
*
```

Taken from the Löwdin analysis, the atomic charges in e are:
1 C -0.29
2 C -0.17
3 N -0.12
4 O -0.59
5 O -0.61
6 S 0.58
7 H 0.08
8 H 0.08
9 H 0.06
10 H -0.02

Run b
The following is a quantum chemistry calculation of a gas-phase ion, C2H4NO2S (charge -1), from the Open Molecules 2025 dataset.

The value obtained for the gap between HOMO and LUMO is 7.552 eV. The LUMO energy is 4.03 eV.

```
! RIJCOSX wB97M-V def2-TZVPD def2/J DEFGRID3
* xyz -1 1
C 0.3515 0.8392 -0.0979
C -0.5664 -0.1600 -0.4608
N 1.3817 0.5442 0.6113
O -3.0238 0.7332 -1.2194
O -2.9921 -1.0565 0.5832
S -2.5255 0.3389 0.1562
H -0.0236 1.7904 -0.4058
H -0.8520 -0.1011 -1.5203
H -0.2650 -1.0416 0.1606
H 1.8046 1.3157 1.2465
*
```

Taken from the Löwdin analysis, the atomic charges in e are:
1 C -0.44
2 C -0.29
3 N 0.01
4 O -0.62
5 O -0.62
6 S 0.68
7 H 0.09
8 H 0.06
9 H 0.08
10 H 0.05

Least stable: run a